[1]
This record from the Open Molecules 2025 dataset describes a molecular structure, C4H3CaO6 at a distorted geometry. The level of theory is ωB97M-V with the def2-TZVPD basis set.

Calculated values
<S²>: 0.756
Kohn-Sham gap (alpha / beta): 2.56 / 2.57 eV

```
! RIJCOSX wB97M-V def2-TZVPD def2/J DEFGRID3
* xyz 0 2
O -1.237 -0.288 0.220
C -0.142 -0.234 -0.402
O 2.164 -1.045 -0.355
C 2.819 0.072 -0.155
C 0.869 -1.172 0.249
O 2.411 0.958 0.657
O 3.909 0.248 -0.778
H 0.945 -1.010 1.335
H 0.566 -2.212 0.063
Ca 4.172 2.162 0.146
O -4.296 0.257 0.543
C -3.437 0.450 -0.446
O -3.608 1.105 -1.434
H -5.135 0.710 0.359
*
```

***

[2]
This record from the Open Molecules 2025 dataset describes a molecular structure, C2H2Li2O6 at a distorted geometry. The level of theory is ωB97M-V with the def2-TZVPD basis set.

Calculated values
ΔE to the lowest compared entry with this formula, charge and spin: 0.0 kcal/mol
Kohn-Sham gap: 8.32 eV

```
! RIJCOSX wB97M-V def2-TZVPD def2/J DEFGRID3
* xyz 0 1
O -0.525 0.149 -1.546
C -0.672 1.416 -1.364
O -0.639 1.994 -0.276
O -0.771 2.080 -2.504
H -0.355 -0.335 -0.617
H -0.889 3.021 -2.323
Li -0.234 1.058 1.348
Li 1.835 -3.153 2.167
O 1.634 -1.915 0.699
O -0.217 -0.686 0.736
O 0.333 -1.979 2.451
C 0.501 -1.650 1.230
*
```

***

[3]
This record from the Open Molecules 2025 dataset describes 2 unconnected molecules or ions with the total composition C5H8BrCl at a distorted geometry. The level of theory is ωB97M-V with the def2-TZVPD basis set.

Calculated values
SMILES: C#CBr.CCCCl
ΔE to the lowest compared entry with this formula, charge and spin: 63.7 kcal/mol
Kohn-Sham gap: 10.49 eV

```
! RIJCOSX wB97M-V def2-TZVPD def2/J DEFGRID3
* xyz 0 1
C -2.009 -1.250 -1.990
C -2.967 -1.052 -1.325
Br -4.566 -0.950 -0.280
H -1.007 -1.351 -2.158
C 2.233 0.829 0.217
C 0.953 -0.154 0.695
C -0.487 0.375 0.750
Cl -0.546 1.424 -0.710
H 2.242 1.111 -0.841
H 2.316 1.664 0.858
H 3.193 0.360 0.353
H 1.038 -1.204 0.215
H 1.289 -0.319 1.751
H -0.568 1.119 1.682
H -1.114 -0.601 0.783
*
```

***

[4]
This record from the Open Molecules 2025 dataset describes a molecular structure, H2NaO at a distorted geometry. The level of theory is ωB97M-V with the def2-TZVPD basis set.

Calculated values
ΔE to the lowest compared entry with this formula, charge and spin: 18.8 kcal/mol
Kohn-Sham gap: 9.58 eV

```
! RIJCOSX wB97M-V def2-TZVPD def2/J DEFGRID3
* xyz 1 1
O 0.499 -1.621 1.853
H -0.214 -2.292 1.957
H 1.138 -2.033 1.228
Na -0.310 0.994 -1.080
*
```

***

Calculated total energy: -1283.1259; -544.1085; -3229.3725; -238.5099 (hartree)
M: 187.1; 135.9; 183.5; 41.0 (g mol⁻¹)